DFT (ωB97M-V/def2-TZVPD) results for a molecular structure, C6H14O3Pt.

Last column: Mulliken spin population.
Cartesian coordinates (Å):
H (-1.63960, -3.29208, -1.95861)  0.0055
C (1.04905, -4.36634, -2.58824)  0.0077
H (1.90253, -5.01215, -2.82965)  0.0063
H (0.97074, -3.63614, -3.39928)  -0.0016
H (0.19360, -5.03037, -2.40904)  -0.0006
C (-2.15352, -2.59481, -1.17752)  0.0033
O (-1.14879, -2.18225, -0.26825)  0.1401
C (-1.24093, -2.80267, 1.02569)  -0.0035
C (-0.03470, -2.40195, 1.84777)  0.0111
O (1.16159, -2.47228, 1.06123)  0.1519
C (1.95379, -3.67103, 1.03111)  0.0038
C (1.60897, -4.49328, -0.19430)  0.0035
O (1.49273, -3.64335, -1.33786)  0.1618
H (-2.92426, -3.17769, -0.65592)  0.0051
H (-2.59991, -1.71916, -1.66368)  0.0016
H (-1.27289, -3.89411, 0.89083)  -0.0005
H (-2.16562, -2.46589, 1.51249)  0.0059
H (0.06308, -3.05063, 2.72612)  0.0056
H (-0.12137, -1.35670, 2.16676)  -0.0008
H (1.78267, -4.25256, 1.94455)  0.0052
H (3.00250, -3.35346, 1.00853)  0.0012
H (0.64079, -4.99674, -0.04616)  -0.0012
H (2.38830, -5.24587, -0.37636)  0.0051
Pt (0.78623, -1.94511, -0.75806)  1.4838

Values from the calculation:
LUMO level (alpha / beta) ... -9.047 / -10.006 eV
Kohn-Sham gap (alpha / beta) ... 9.18 / 9.00 eV
Highest occupied orbital energy (alpha / beta) ... -18.228 / -19.008 eV
Multiplicity ... 3
Electronic energy ... -15814.936 eV
Total charge ... +2
ΔE to the lowest compared entry with this formula, charge and spin ... 0.0 kJ/mol